Entry 1:
Here is a gas-phase ion, C9H10N3O3S (charge +1) at a distorted geometry from the Open Molecules 2025 dataset. Energies are from ωB97M-V/def2-TZVPD.

Results
net charge	+1
gap between HOMO and LUMO	0.2913	Ha
SMILES string	N/C(OS(N)(=O)=O)=[N+]1\C=Cc2ccccc21

Bonds (Å) are listed after each position.
Element x y z (Å)
1 C 0.179 3.592 0.354  C2 1.417, C3 1.369, H17 1.108
2 C 1.068 2.583 0.800  C1 1.417, C4 1.430, H18 1.067
3 C -1.039 3.280 -0.189  C1 1.369, C5 1.401, H19 0.989
4 C 0.878 1.205 0.464  C2 1.430, C6 1.370, H20 1.019
5 C -1.247 1.941 -0.544  C3 1.401, C6 1.452, C7 1.474
6 C -0.274 0.914 -0.218  C4 1.370, C5 1.452, N12 1.409
7 C -2.389 1.285 -1.207  C5 1.474, C8 1.356, H21 1.069
8 C -2.072 -0.023 -1.372  C7 1.356, N12 1.453, H22 1.084
9 C -0.264 -1.499 -0.703  N10 1.324, N12 1.322, O13 1.336
10 N -1.060 -2.541 -0.885  C9 1.324, H23 1.034, H24 1.029
11 N 2.815 -2.284 1.025  S16 1.601, H25 1.030, H26 1.030
12 N -0.797 -0.289 -0.730  C6 1.409, C8 1.453, C9 1.322
13 O 0.934 -1.547 -0.112  C9 1.336, S16 1.626
14 O 1.060 -3.967 0.250  S16 1.451
15 O 0.597 -2.498 2.206  S16 1.437
16 S 1.276 -2.720 0.960  N11 1.601, O13 1.626, O14 1.451, O15 1.437
17 H 0.447 4.543 0.856  C1 1.108
18 H 1.934 2.971 1.288  C2 1.067
19 H -1.677 4.024 -0.323  C3 0.989
20 H 1.575 0.493 0.674  C4 1.019
21 H -3.432 1.487 -1.330  C7 1.069
22 H -2.632 -0.829 -1.833  C8 1.084
23 H -2.094 -2.526 -0.868  N10 1.034
24 H -0.555 -3.431 -0.783  N10 1.029
25 H 3.683 -2.800 0.818  N11 1.030
26 H 3.086 -1.364 1.401  N11 1.030

Entry 2:
Here is 2 unconnected molecules or ions with the total composition CF3NO at a distorted geometry from the Open Molecules 2025 dataset. Energies are from ωB97M-V/def2-TZVPD.

Results
net charge	0
gap between HOMO and LUMO (alpha / beta)	0.3315 / 0.3702	Ha

Bonds (Å) are listed after each position.
Element x y z (Å)
1 C -0.832 -1.052 0.627  O3 1.164, F4 1.303
2 N 0.667 1.399 -0.167  F5 1.348, F6 1.347
3 O -1.951 -1.371 0.661  C1 1.164
4 F 0.271 -1.727 0.790  C1 1.303
5 F -0.025 1.737 -1.274  N2 1.348
6 F 1.870 1.015 -0.636  N2 1.347

Energy relative to the best compared isomer or geometry (same formula, charge and spin) values (in kcal/mol) by entry order: 0.00; 56.81.